The following is a quantum chemistry calculation of a 2-piece molecular cluster, CH3BrFOP overall in a non-equilibrium geometry, from OMol25.

Output
* net charge: 0
* calculated total energy: -3130.28581 hartree
* 2S+1: 1
* max |F|: 5.59 eV/A
* gap between HOMO and LUMO (spin up / spin down): 7.47 / 7.46 eV

Bonds (Å) are listed after each position.
Atoms and positions in Å:
1 C 0.86 0.54 -0.12  P4 1.849, H6 1.162, H7 1.123, H8 1.012
2 O -0.87 -0.43 1.87  P4 1.427
3 F -0.73 -2.67 -1.00  no bonds
4 P -0.71 -0.26 0.46  C1 1.849, O2 1.427, Br5 2.212
5 Br -2.29 0.94 -0.52  P4 2.212
6 H 1.73 -0.22 -0.18  C1 1.162
7 H 0.97 0.92 -1.17  C1 1.123
8 H 1.02 1.18 0.64  C1 1.012